Run A
The following is a quantum chemistry calculation of 2 unconnected molecules or ions with the total composition C4H3Br, from the OMol25 dataset.

Computed properties:
charge = 0
structure (SMILES) = C#CC#C.Br
orbital gap = 10.93 eV
lowest unoccupied orbital energy = 0.8 eV

Each line ends with the Mulliken charge.
CARTESIAN COORDINATES (ANGSTROEM)
C (-2.2440, 1.8309, -0.4911)  -0.162
C (-1.7841, 0.7446, -0.3588)  -0.516
C (-0.7604, -1.6476, 0.0553)  -0.092
C (-1.2309, -0.5513, -0.1179)  -0.055
Br (3.7884, -0.3708, -0.0686)  -0.203
H (-2.4543, 2.8237, -0.7349)  0.452
H (2.4969, -0.5912, 0.4150)  0.196
H (-0.2768, -2.6299, 0.2001)  0.382

=====

Run B
The following is a quantum chemistry calculation of 2 unconnected molecules or ions with the total composition C4H3Br, from the OMol25 dataset.

Computed properties:
charge = 0
orbital gap = 8.21 eV
lowest unoccupied orbital energy = -1.9 eV

Each line ends with the Mulliken charge.
CARTESIAN COORDINATES (ANGSTROEM)
C (0.7738, 1.1280, 1.5996)  0.085
C (1.2983, 2.0884, 2.2417)  -0.504
C (0.2340, -0.0059, 1.1136)  0.010
C (0.4432, -0.4875, -0.3137)  -0.435
Br (-0.8116, -1.8221, -0.9884)  -0.117
H (-0.3136, -0.7396, 2.3020)  0.275
H (1.4421, -1.0744, -0.4297)  0.289
H (0.5200, 0.3911, -0.9355)  0.397

=====

Which one is most stable, and which one is least stable? run A is the most stable of them, while run B is the least stable.

=====

Run A
The following is a quantum chemistry calculation of a molecular structure, C14H28O28S7, from the OMol25 dataset.

Computed properties:
charge = 0
orbital gap = 11.05 eV
lowest unoccupied orbital energy = 0.2 eV

Each line ends with the Mulliken charge.
CARTESIAN COORDINATES (ANGSTROEM)
C (0.4932, 0.8208, -4.5938)  0.352
C (1.4607, 0.9362, -5.7714)  -0.546
O (2.6522, 0.2658, -5.3481)  -0.316
S (2.1264, -1.0136, -4.4955)  0.934
O (2.9463, -1.0879, -3.2763)  -0.448
O (1.8459, -2.2151, -5.2415)  -0.602
O (0.7203, -0.4681, -4.1040)  -0.110
H (-0.5391, 0.8305, -4.9797)  0.365
H (0.7386, 1.5162, -3.7876)  -0.312
H (1.6601, 1.9760, -6.0333)  0.357
H (1.0526, 0.5461, -6.6948)  0.339
C (-5.2585, -0.0850, 5.5151)  -0.430
C (-3.7806, -0.2739, 5.7406)  -0.323
O (-3.4618, -1.3735, 4.8453)  -0.354
S (-4.3176, -1.0616, 3.4297)  1.225
O (-4.8312, -2.2910, 2.9711)  -0.562
O (-3.6084, -0.0316, 2.7147)  -0.490
O (-5.5244, -0.3155, 4.1349)  -0.355
H (-5.6119, 0.9333, 5.8072)  0.284
H (-5.8894, -0.6992, 6.1193)  0.297
H (-3.6027, -0.4973, 6.7695)  0.441
H (-3.2193, 0.6691, 5.4696)  0.202
C (4.0644, -0.7506, 0.2953)  0.488
C (4.4484, 0.5537, -0.5486)  -0.116
O (5.8584, 0.6986, -0.3343)  -0.424
S (6.3439, -0.0097, 0.9807)  1.120
O (6.2352, 0.9636, 2.0595)  -0.560
O (7.5612, -0.7396, 0.6680)  -0.562
O (5.1682, -1.0427, 1.1208)  -0.335
H (3.9222, -1.6080, -0.3586)  0.202
H (3.1096, -0.5561, 0.8457)  -0.332
H (3.9722, 1.4310, -0.1576)  0.356
H (4.4042, 0.4179, -1.6047)  0.174
C (0.1806, -1.8410, 4.0873)  -0.565
C (0.9271, -1.5690, 2.7295)  0.235
O (1.3493, -0.1406, 2.8026)  -0.226
S (0.7980, 0.5228, 4.1719)  1.100
O (0.0696, 1.6836, 3.7449)  -0.554
O (1.8570, 0.3807, 5.1717)  -0.589
O (-0.3255, -0.5251, 4.4978)  -0.233
H (0.7212, -2.3202, 4.8903)  0.279
H (-0.7145, -2.4564, 3.8401)  0.318
H (0.2609, -1.7757, 1.9116)  0.035
H (1.8026, -2.2452, 2.8035)  0.283
C (-0.8221, -3.4093, -2.1845)  0.580
C (-0.5033, -4.2228, -0.9109)  -0.323
O (-1.5011, -3.8814, 0.1330)  -0.312
S (-2.8820, -3.4427, -0.6809)  1.010
O (-3.0727, -2.0259, -0.2935)  -0.428
O (-3.8236, -4.5009, -0.4303)  -0.590
O (-2.3678, -3.5498, -2.1152)  -0.367
H (-0.5131, -3.8582, -3.1361)  0.336
H (-0.5177, -2.3615, -2.2030)  -0.517
H (0.4515, -3.9697, -0.5488)  0.191
H (-0.5483, -5.3010, -0.9724)  0.388
C (1.1773, 3.7007, -2.0263)  0.577
C (0.1450, 4.2901, -1.0991)  -0.331
O (-1.1530, 4.3137, -1.7740)  -0.356
S (-0.8406, 4.3635, -3.3255)  1.181
O (-0.4694, 5.7377, -3.5419)  -0.606
O (-1.9252, 3.6314, -3.9407)  -0.554
O (0.5193, 3.5228, -3.2342)  -0.289
H (1.5053, 2.7407, -1.6698)  -0.303
H (2.0234, 4.3723, -2.1243)  0.378
H (0.3628, 5.3515, -0.8530)  0.344
H (-0.0478, 3.7130, -0.2248)  0.086
C (-2.1978, 0.9108, -1.0983)  -0.021
C (-1.7884, 1.2876, 0.3172)  -0.395
O (-0.3333, 1.2373, 0.3209)  -0.232
S (0.2323, 0.2016, -0.6621)  0.980
O (0.4517, -1.1434, -0.0651)  -0.378
O (1.1179, 0.9034, -1.5165)  -0.747
O (-1.1428, 0.0116, -1.5053)  -0.407
H (-2.2561, 1.7336, -1.8232)  -0.089
H (-3.2082, 0.5240, -1.1463)  0.409
H (-2.2169, 0.6081, 1.0166)  0.324
H (-1.9214, 2.3585, 0.5098)  0.417

=====

Run B
The following is a quantum chemistry calculation of 7 unconnected molecules or ions with the total composition C14H28O28S7, from the OMol25 dataset.

Computed properties:
charge = 0
structure (SMILES) = O=S1(=O)OCCO1.O=S1(=O)OCCO1.O=S1(=O)OCCO1.O=S1(=O)OCCO1.O=S1(=O)OCCO1.O=S1(=O)OCCO1.O=S1(=O)OCCO1
orbital gap = 10.60 eV
lowest unoccupied orbital energy = -0.1 eV

Each line ends with the Mulliken charge.
CARTESIAN COORDINATES (ANGSTROEM)
C (1.9828, -0.9524, -0.0909)  -0.240
C (2.3097, 0.5210, -0.0027)  -0.206
O (1.8735, 0.9488, 1.2971)  -0.299
S (1.7997, -0.2831, 2.3924)  1.028
O (0.4867, -0.4388, 2.9302)  -0.480
O (2.8195, 0.0182, 3.4379)  -0.522
O (2.2864, -1.3570, 1.2330)  -0.318
H (2.6275, -1.6005, -0.6845)  0.249
H (0.9495, -1.1972, -0.3364)  0.233
H (1.8668, 1.2339, -0.6981)  0.302
H (3.3991, 0.5480, -0.0265)  0.251
C (5.1931, 9.5095, -6.1674)  -0.284
C (5.8828, 8.5273, -7.0655)  -0.235
O (5.2937, 7.3315, -6.6191)  -0.328
S (5.2298, 7.2375, -5.0197)  1.126
O (6.6175, 7.1128, -4.5478)  -0.532
O (4.1885, 6.2967, -4.5674)  -0.512
O (4.7868, 8.8247, -4.9981)  -0.316
H (4.2757, 9.9544, -6.5530)  0.251
H (5.8094, 10.3399, -5.8227)  0.252
H (6.9602, 8.5481, -6.9015)  0.300
H (5.5065, 8.7195, -8.0703)  0.278
C (-5.6854, -0.1112, 7.5326)  -0.363
C (-6.5984, -0.6851, 6.5203)  -0.140
O (-7.8574, -0.0051, 6.7389)  -0.326
S (-7.9385, 0.7250, 8.1781)  1.108
O (-8.1248, -0.2797, 9.2241)  -0.529
O (-8.5516, 2.0481, 8.1559)  -0.501
O (-6.3004, 0.9401, 8.1434)  -0.356
H (-4.6843, 0.1901, 7.2241)  0.326
H (-5.3387, -0.8028, 8.3005)  0.260
H (-6.6372, -1.7460, 6.7675)  0.224
H (-6.2889, -0.5825, 5.4802)  0.298
C (-4.5164, -0.1034, -1.5552)  -0.309
C (-5.8434, 0.0088, -0.8965)  -0.262
O (-5.9098, 1.3819, -0.5855)  -0.341
S (-4.4688, 2.1930, -0.3902)  1.044
O (-4.3147, 2.4948, 1.0757)  -0.497
O (-4.3255, 3.2907, -1.3263)  -0.490
O (-3.6220, 0.8545, -0.9863)  -0.302
H (-4.8691, 0.1239, -2.5613)  0.268
H (-4.1071, -1.1104, -1.6360)  0.348
H (-5.8335, -0.6461, -0.0252)  0.249
H (-6.6856, -0.2364, -1.5436)  0.291
C (-4.0181, -7.8930, 1.0857)  -0.311
C (-2.7323, -8.4774, 1.5840)  -0.144
O (-2.1082, -7.4445, 2.2768)  -0.358
S (-3.1977, -6.1863, 2.7348)  1.100
O (-3.1265, -4.9587, 1.9662)  -0.506
O (-3.2456, -6.0832, 4.2307)  -0.519
O (-4.3903, -6.9941, 2.1470)  -0.300
H (-4.8479, -8.5948, 1.0028)  0.264
H (-4.0080, -7.4051, 0.1110)  0.257
H (-1.9997, -8.7287, 0.8170)  0.268
H (-2.9406, -9.2924, 2.2772)  0.248
C (4.3387, 6.0465, 3.4165)  -0.209
C (4.1705, 6.3878, 1.9297)  -0.287
O (5.4332, 6.3255, 1.3399)  -0.296
S (6.3821, 5.2985, 2.1353)  1.064
O (7.8029, 5.6087, 1.9365)  -0.524
O (5.9263, 3.9294, 1.8155)  -0.512
O (5.7657, 5.9387, 3.5187)  -0.337
H (3.7873, 5.1286, 3.6200)  0.237
H (3.9563, 6.7763, 4.1302)  0.321
H (3.6647, 7.3496, 1.8455)  0.281
H (3.4893, 5.7606, 1.3546)  0.263
C (1.9278, -6.3977, -5.1334)  -0.324
C (2.2790, -6.6894, -6.6720)  -0.264
O (2.7066, -7.9878, -6.7254)  -0.318
S (3.4048, -8.5461, -5.2928)  1.076
O (4.8411, -8.6399, -5.3602)  -0.497
O (2.7721, -9.7705, -4.7544)  -0.515
O (2.9201, -7.1439, -4.4667)  -0.329
H (1.0831, -7.0240, -4.8464)  0.295
H (1.9695, -5.3595, -4.8040)  0.279
H (3.0381, -5.9796, -7.0008)  0.306
H (1.3127, -6.7386, -7.1739)  0.291

=====

Which one is most stable, and which one is least stable? run A is the most stable of them, while run B is the least stable.

=====

Run A
The following is a quantum chemistry calculation of a single C2H6O3S molecule, from the OMol25 dataset.

Computed properties:
charge = 0
structure (SMILES) = COS(C)(=O)=O
orbital gap = 11.42 eV
lowest unoccupied orbital energy = 0.7 eV

Each line ends with the Mulliken charge.
CARTESIAN COORDINATES (ANGSTROEM)
C (1.7670, 0.8483, -0.0569)  -0.633
C (-1.8113, -1.0448, -0.0313)  -0.852
O (-1.0592, 1.2382, -1.1801)  -0.584
O (-0.9947, 1.1133, 1.2637)  -0.588
O (0.8106, -0.1725, -0.0710)  -0.334
S (-0.8526, 0.4654, 0.0005)  1.194
H (2.6984, 0.3998, -0.4069)  0.233
H (1.8938, 1.2328, 0.9552)  0.271
H (1.4715, 1.6566, -0.7277)  0.310
H (-1.2716, -1.8008, 0.5191)  0.316
H (-2.7475, -0.7983, 0.4607)  0.337
H (-1.9734, -1.3247, -1.0629)  0.329

=====

Run B
The following is a quantum chemistry calculation of 2 unconnected molecules or ions with the total composition C2H6O3S, from the OMol25 dataset.

Computed properties:
charge = 0
structure (SMILES) = OCSO.C=O
orbital gap = 9.50 eV
lowest unoccupied orbital energy = 0.5 eV

Each line ends with the Mulliken charge.
CARTESIAN COORDINATES (ANGSTROEM)
C (-1.8679, 0.0374, 0.5072)  -0.104
C (1.7280, -0.3158, 0.0425)  -0.246
O (0.1964, 1.7402, -0.9841)  -0.426
O (-2.0253, 0.2850, -0.7066)  -0.582
O (1.1761, -1.3937, -0.6562)  -0.499
S (0.4826, 1.0383, 0.4436)  0.076
H (-2.4481, 0.5194, 1.3186)  0.263
H (-1.6557, -0.9589, 0.8224)  0.248
H (2.6359, 0.0171, -0.4947)  0.279
H (2.0967, -0.8450, 0.9846)  0.292
H (-0.8226, 1.7799, -1.1118)  0.392
H (0.5041, -1.9038, -0.1654)  0.306

=====

Which one is most stable, and which one is least stable? run A is the most stable of them, while run B is the least stable.